Density functional theory data (the ωB97M-V functional and the def2-TZVPD basis) for a cluster of 14 separate species, C5H38N2O14 in total in a non-equilibrium geometry.

Positions of all 59 atoms, in Å:
C 0.29 -2.00 -1.90
N -0.44 -1.08 -2.57
C 0.50 1.36 -1.62
C -0.84 0.88 -1.00
C -1.40 -0.24 -1.91
C -2.57 -1.20 -1.39
N -3.63 -0.31 -0.92
O 0.93 -2.85 -2.51
H 0.28 -2.02 -0.85
H -0.38 -1.15 -3.57
H 0.65 2.37 -1.35
H 0.47 1.09 -2.70
H 1.17 0.58 -1.24
H -0.71 0.45 0.00
H -1.52 1.70 -0.87
H -1.94 0.34 -2.72
H -2.88 -1.77 -2.25
H -2.17 -1.82 -0.56
H -4.22 -0.06 -1.74
H -4.34 -0.87 -0.41
H -3.87 -0.94 2.57
H -3.24 -1.96 1.50
O -4.04 -1.63 1.92
H 0.32 1.45 -5.73
H 1.18 2.04 -4.72
O 0.49 1.37 -4.78
H 2.68 0.72 -1.97
H 3.28 1.06 -3.20
O 3.10 1.50 -2.34
H 2.35 -2.02 -3.97
H 3.67 -2.14 -3.46
O 3.06 -1.41 -3.62
H -0.43 4.89 3.22
H -1.28 3.61 2.70
O -1.22 4.36 3.30
H 4.71 2.90 0.25
H 3.76 1.69 -0.19
O 4.18 2.16 0.55
H -0.56 -2.59 2.18
H -0.74 -2.08 3.61
O -1.21 -2.22 2.79
H 2.84 -0.69 2.55
H 2.53 -2.13 3.00
O 2.92 -1.62 2.28
H -3.13 0.23 0.98
H -3.30 1.75 1.01
O -3.16 0.99 1.59
H 1.01 -3.80 0.73
H 1.90 -2.66 1.14
O 1.00 -2.83 0.78
H -1.65 1.31 2.14
H -1.05 1.57 3.49
O -0.88 1.78 2.56
H 0.82 0.86 1.88
H 2.17 1.65 2.14
O 1.73 0.78 2.18
H 1.37 -0.33 5.00
H 0.66 -0.26 3.58
O 0.77 -0.77 4.40



Density functional theory data (the ωB97M-V functional and the def2-TZVPD basis) for a cluster of 16 separate species, C5H38O16 in total in a non-equilibrium geometry.

Positions of all 59 atoms, in Å:
C -3.09 -1.00 1.94
C -0.94 0.58 -2.44
C -1.21 -0.38 -1.52
O -0.73 -1.53 -1.80
C -2.11 -0.31 -0.23
C -2.29 -1.24 0.72
H -2.96 0.09 2.31
H -4.14 -1.09 1.80
H -2.87 -1.81 2.79
H -0.14 0.38 -3.15
H -1.23 1.56 -2.41
H -0.77 -2.32 -1.26
H -2.54 0.76 -0.13
H -1.95 -2.29 0.67
H -4.97 1.29 1.25
H -4.45 1.78 0.00
O -4.75 1.10 0.39
H 2.36 -1.13 -2.08
H 1.17 -1.01 -1.13
O 2.11 -0.81 -1.17
H -1.66 4.51 1.16
H -0.61 4.83 2.39
O -1.46 4.94 2.09
H 3.42 -1.10 1.62
H 2.95 -1.74 0.32
O 2.96 -1.94 1.26
H 0.99 2.59 -4.35
H 1.68 3.45 -3.25
O 1.43 2.58 -3.48
H 0.95 2.27 3.32
H 1.73 3.32 2.53
O 1.24 2.51 2.46
H 1.21 1.80 -1.78
H 1.84 0.95 -0.98
O 1.44 1.82 -0.83
H 2.60 -3.62 -3.58
H 2.41 -4.13 -2.21
O 2.69 -3.33 -2.55
H -3.12 3.89 -2.03
H -1.47 3.79 -2.35
O -2.22 4.28 -1.89
H 1.38 -4.91 1.29
H 2.28 -3.80 1.24
O 2.26 -4.60 1.62
H 0.57 -1.14 2.28
H 1.60 -2.30 2.26
O 0.88 -1.98 2.73
H 0.25 -3.31 1.86
H -0.76 -4.27 2.58
O -0.33 -4.05 1.72
H 2.96 3.07 0.82
H 1.83 4.14 0.48
O 2.61 3.93 0.91
H -0.37 -4.66 -1.53
H -0.64 -4.29 -0.13
O -0.10 -3.96 -0.98
H -0.07 2.33 -0.19
H -0.43 2.75 1.35
O -0.70 2.73 0.45



Density functional theory data (the ωB97M-V functional and the def2-TZVPD basis) for a cluster of 13 separate species, C5H39N2O12S in total in a non-equilibrium geometry.

Positions of all 59 atoms, in Å:
C -1.47 -0.84 -0.95
N -0.74 -0.11 0.07
C -0.30 1.27 -0.51
C 0.94 1.69 0.33
S 1.55 3.35 -0.26
C -1.42 2.27 -0.30
C -0.55 -2.09 -1.33
N 0.66 -2.37 -0.49
H -2.50 -1.02 -0.69
H -1.59 -0.27 -1.89
H -1.39 0.02 0.85
H 0.02 0.97 -1.51
H 0.61 1.80 1.35
H 1.85 1.12 0.34
H 1.07 4.12 0.70
H -1.54 2.61 0.72
H -2.32 1.89 -0.85
H -1.06 3.05 -1.01
H -0.14 -1.90 -2.34
H -1.04 -3.09 -1.45
H 1.26 -3.02 -0.98
H 0.47 -2.85 0.45
H 1.19 -1.52 -0.28
H 3.13 -3.42 -1.82
H 4.20 -3.47 -0.83
O 3.23 -3.46 -0.85
H 1.59 -2.43 2.24
H 2.55 -3.65 2.05
O 1.76 -3.24 1.68
H -1.68 2.17 -4.03
H -0.75 3.36 -3.85
O -1.63 3.04 -3.63
H 2.82 -2.47 -3.57
H 2.49 -1.29 -2.61
O 2.18 -2.16 -2.93
H -5.03 0.34 1.97
H -4.61 -0.60 0.73
O -4.37 0.15 1.29
H -3.21 3.60 0.53
H -4.33 2.94 1.46
O -3.54 3.47 1.42
H 4.62 0.16 -3.01
H 3.79 0.06 -1.85
O 3.67 0.22 -2.82
H -1.30 4.65 2.73
H -0.82 5.38 1.50
O -0.56 4.68 2.11
H 0.37 -0.80 1.98
H 0.97 -0.54 3.49
O 1.13 -0.79 2.58
H 3.62 -1.62 0.03
H 4.08 -0.21 0.35
O 4.00 -0.83 -0.39
H -3.05 0.25 2.68
H -2.18 1.50 2.56
O -2.11 0.54 2.69
H -1.20 -2.89 2.41
H -2.15 -4.03 1.84
O -1.25 -3.70 1.88

- net charge = +1



Density functional theory data (the ωB97M-V functional and the def2-TZVPD basis) for a cluster of 14 separate species, C5H39N2O14 in total in a non-equilibrium geometry.

Positions of all 60 atoms, in Å:
N 0.39 -0.08 -0.76
C 0.04 1.13 -1.45
C 0.73 1.05 -2.86
C 0.66 -0.32 -3.68
O 1.90 -1.00 -3.65
C 0.44 2.52 -0.98
N -0.03 2.90 0.41
C -1.49 3.25 0.43
H 0.00 -0.36 0.14
H 0.01 -0.84 -1.29
H -1.05 1.13 -1.59
H 1.79 1.16 -2.84
H 0.29 1.81 -3.59
H 0.51 -0.02 -4.76
H 0.01 -1.04 -3.21
H 1.51 2.65 -0.74
H 0.03 3.26 -1.65
H -0.01 1.93 0.85
H -1.98 2.24 0.48
H -1.84 3.56 -0.55
H -1.61 4.01 1.24
H -3.31 3.02 4.56
H -2.79 1.60 4.40
O -2.97 2.28 5.06
H 1.62 -0.64 2.96
H 0.19 -0.95 2.96
O 0.94 -0.71 3.63
H -5.02 1.70 -0.24
H -4.11 2.76 0.29
O -5.06 2.53 0.22
H -3.28 -0.19 0.42
H -1.93 -0.30 1.01
O -2.38 0.04 0.21
H 1.03 -6.04 -0.94
H 2.02 -1.34 -2.76
O 1.72 -5.47 -0.61
H 3.28 -2.41 -0.64
H 4.00 -1.59 -1.69
O 3.99 -2.45 -1.27
H -2.23 -0.72 4.11
H -1.83 -0.21 2.93
O -2.59 -0.01 3.53
H 3.68 0.95 -0.50
H 2.27 0.11 -0.29
O 3.24 0.15 -0.20
H 2.61 4.13 -3.47
H 2.29 5.01 -2.19
O 2.97 4.57 -2.71
H -1.84 -2.14 -2.18
H -0.75 -3.36 -2.30
O -0.94 -2.43 -2.19
H -0.34 -2.98 0.00
H 0.51 -2.67 1.14
O 0.40 -3.40 0.47
H 1.99 -3.69 3.59
H 1.48 -2.39 4.26
O 1.71 -3.32 4.44
H 1.22 -4.66 -0.33
H -1.20 -2.27 2.40
O -0.86 -1.49 1.96

- net charge = -1



Going through the records in order, we get frontier orbital gap values of 9.746, 8.265, 8.633, 8.736 eV.
Going through the records in order, we get energy relative to the best compared isomer or geometry (same formula, charge and spin) values of 99.7, 107.7, 51.9, 93.1 kcal/mol.